The following is a DFT calculation (wB97M-V/def2-TZVPD) of C25H21BrN4O3S3Sr as an isolated structure in a non-equilibrium geometry.

orbital gap: 7.723 eV

Element x y z (Å)
Sr1 -0.92550 -1.49126 0.14205
C1 -0.31339 4.86430 0.28426
C2 -0.37634 3.62699 1.13426
C3 -0.36302 3.68000 2.52672
C4 -0.40670 2.51530 3.27084
C5 -0.46093 1.32526 2.56116
Br1 -0.53927 -0.31995 3.50961
N1 -0.47732 1.23501 1.25756
C6 -0.44286 2.36811 0.55679
H1 -0.25234 5.75634 0.90660
H2 -1.19218 4.96104 -0.35526
H3 0.55951 4.85044 -0.36997
H4 -0.31795 4.63788 3.03180
H5 -0.40081 2.52359 4.35063
H6 -0.44086 2.26264 -0.52343
C7 5.46477 5.37933 0.75342
C8 6.94699 5.10587 0.71377
O1 7.77297 5.96171 0.90023
S1 7.53377 3.45849 0.33214
C9 6.05408 2.49699 0.24867
C10 5.52897 1.90213 1.39527
C11 4.37923 1.13940 1.32502
C12 3.71270 0.92783 0.10753
C13 4.26541 1.51283 -1.03722
C14 5.41484 2.28017 -0.96961
C15 2.51677 0.14726 0.07214
C16 1.50533 -0.54690 0.08689
H7 4.93119 4.64157 1.35071
H8 5.06399 5.31930 -0.26023
H9 5.32058 6.38033 1.15146
H10 6.02497 2.04487 2.34806
H11 3.97379 0.67985 2.21755
H12 3.77790 1.34954 -1.98996
H13 5.82478 2.72285 -1.86958
N2 -4.49555 -8.12554 -3.38700
C17 -4.06527 -7.06289 -2.62095
C18 -4.66454 -5.80563 -2.75777
C19 -4.24183 -4.73667 -1.99666
C20 -3.23002 -4.90948 -1.06103
C21 -2.63444 -6.15941 -0.90338
C22 -3.05500 -7.22707 -1.66715
S2 -2.60530 -3.57407 -0.14845
O2 -3.27424 -3.40613 1.12796
O3 -1.13719 -3.81138 0.01463
N3 -2.78581 -2.25841 -1.07655
C23 -3.51377 -1.12634 -0.55126
S3 -5.18389 -1.14155 -0.25904
C24 -5.11191 0.47990 0.25281
C25 -3.83736 0.92874 0.17625
N4 -2.90513 0.02370 -0.28491
H14 -4.98672 -7.90054 -4.23544
H15 -3.86801 -8.90555 -3.48395
H16 -5.46434 -5.67190 -3.47634
H17 -4.68977 -3.76285 -2.14316
H18 -1.83722 -6.29235 -0.18466
H19 -2.59462 -8.19809 -1.53121
H20 -5.97707 1.02354 0.59391
H21 -3.50410 1.92086 0.44349

---

The following is a DFT calculation (wB97M-V/def2-TZVPD) of C25H21BrN9O9PRb as an isolated structure in a non-equilibrium geometry.

orbital gap: 7.932 eV
total charge: -1

Element x y z (Å)
Rb1 -1.50174 -0.55802 -0.29982
C1 1.82514 4.53539 -2.39777
N1 0.67806 3.64514 -2.43112
C2 -0.46883 3.84488 -3.15745
C3 -1.28213 2.78569 -2.86360
N2 -0.66258 1.94879 -1.97777
C4 0.51634 2.47984 -1.72371
P1 1.84684 1.84898 -0.59115
C5 1.85904 0.16319 -1.31061
N3 0.84662 -0.58938 -1.68376
C6 1.38135 -1.67260 -2.31814
C7 2.74282 -1.56851 -2.34767
N4 3.04368 -0.39414 -1.71310
C8 4.38664 0.14188 -1.55134
C9 0.78778 1.93116 0.90625
N5 -0.42771 1.46674 1.08435
C10 -0.84242 1.90993 2.30829
C11 0.13776 2.66774 2.88105
N6 1.17703 2.67595 1.98700
C12 2.43790 3.36664 2.19026
H1 1.60993 5.40452 -3.01496
H2 2.71687 4.04176 -2.78136
H3 2.02881 4.86618 -1.38060
H4 -0.59836 4.70378 -3.79579
H5 -2.27388 2.57389 -3.23220
H6 0.75465 -2.45378 -2.71921
H7 3.50946 -2.20763 -2.75336
H8 5.10106 -0.66442 -1.69882
H9 4.49613 0.54405 -0.54716
H10 4.58169 0.92789 -2.28335
H11 -1.82257 1.66360 2.68698
H12 0.19277 3.19389 3.81965
H13 2.77793 3.20440 3.21127
H14 2.32452 4.43874 2.01778
H15 3.17867 2.95735 1.51205
Br1 4.01252 -5.01583 4.28857
C13 4.27889 -3.15552 3.96522
C14 5.27856 -2.49899 4.66302
C15 5.47909 -1.14603 4.42077
C16 4.69894 -0.47921 3.48620
C17 3.69438 -1.15087 2.80142
C18 3.47569 -2.50209 3.04821
C19 2.82840 -0.43123 1.76080
O1 3.32339 0.65434 1.32352
O2 1.74540 -0.95023 1.46412
H16 5.88533 -3.03434 5.38143
H17 6.25623 -0.62052 4.96329
H18 4.85901 0.56638 3.25935
H19 2.67824 -3.00672 2.51966
O3 -8.55231 -1.37511 -3.35089
N7 -8.29273 -2.31697 -2.61296
O4 -9.04147 -3.26967 -2.44971
C20 -7.03118 -2.31061 -1.91619
C21 -6.68657 -3.37569 -1.09099
C22 -5.51019 -3.36161 -0.39615
C23 -4.53027 -2.29130 -0.50473
O5 -3.38394 -2.31461 -0.04043
C24 -5.01760 -1.19515 -1.33257
C25 -6.18547 -1.21165 -2.03224
N8 -4.18942 -0.00396 -1.37509
O6 -3.78872 0.43438 -0.30563
O7 -3.94937 0.51104 -2.45963
N9 -5.24293 -4.49679 0.48048
O8 -5.69793 -5.58657 0.14927
O9 -4.62703 -4.29819 1.50505
H20 -7.35560 -4.21803 -0.99305
H21 -6.47060 -0.37217 -2.65128

---

The following is a DFT calculation (wB97M-V/def2-TZVPD) of a 2-piece molecular cluster, C25H21Cl3N2O2 overall in a non-equilibrium geometry.

orbital gap: 2.746 eV

Element x y z (Å)
C1 3.69464 0.02349 4.98737
N1 2.33990 -0.21876 4.53611
C2 1.68858 -1.38847 5.09408
C3 1.84107 0.41460 3.39780
C4 2.24363 0.02585 2.09975
C5 1.64468 0.61077 1.00211
N2 0.79418 1.65859 1.15324
C6 0.04396 2.24997 0.01390
C7 0.96338 2.70104 -1.09606
C8 0.34141 3.50947 -2.19185
C9 0.73295 3.30339 -3.52213
C10 0.17320 4.08419 -4.53814
C11 -0.73909 5.10853 -4.23165
C12 -1.10083 5.33485 -2.89268
C13 -0.56473 4.53611 -1.87743
O1 2.15703 2.44745 -1.04738
C14 0.41340 2.04341 2.39611
C15 0.89233 1.45013 3.53330
H1 4.10261 0.89609 4.46395
H2 3.68839 0.21706 6.06697
H3 4.33750 -0.84957 4.80733
H4 0.70690 -1.53547 4.62730
H5 2.30520 -2.28649 4.94086
H6 1.56221 -1.24874 6.17405
H7 2.98349 -0.76555 1.98436
H8 1.87043 0.26900 -0.00011
H9 -0.58330 3.03707 0.42656
H10 1.45661 2.51248 -3.74175
H11 0.47030 3.90877 -5.57525
H12 -1.14831 5.73481 -5.03217
H13 -1.78320 6.15347 -2.64435
H14 -0.84844 4.72292 -0.83699
H15 -0.33321 2.83229 2.40019
H16 0.55761 1.80804 4.51140
Cl1 -1.00973 1.06500 -0.66194
C16 -2.59373 -1.80952 -3.34615
Cl2 -2.43489 -0.43911 -4.33823
C17 -1.31044 -2.48959 -3.02919
O2 -0.22600 -2.10557 -3.47909
C18 -1.41006 -3.59240 -2.02336
C19 -2.58397 -3.73082 -1.20639
C20 -2.60109 -4.73157 -0.20661
C21 -1.54671 -5.62712 -0.07617
C22 -0.38284 -5.44402 -0.84746
C23 -0.29380 -4.38420 -1.75055
C24 -3.64723 -2.79177 -1.38815
Cl3 -4.99375 -2.81211 -0.31985
C25 -3.56195 -1.78176 -2.34718
H17 -3.49059 -4.85679 0.40837
H18 -1.63566 -6.48770 0.58810
H19 0.45666 -6.12981 -0.75011
H20 0.64400 -4.17420 -2.27021
H21 -4.28270 -0.97772 -2.34461

---

The following is a DFT calculation (wB97M-V/def2-TZVPD) of C25H21F3N10PReS as an isolated structure.

orbital gap (alpha / beta): 5.938 / 6.234 eV
2S+1: 2
total charge: +3

Element x y z (Å)
Re1 0.43452 -0.17418 0.14798
C1 -4.07809 -1.28437 3.27170
N1 -2.85572 -1.51427 2.49681
C2 -2.24965 -2.73348 2.36328
C3 -1.13777 -2.53624 1.60772
N2 -1.05442 -1.20315 1.28167
C4 -2.11661 -0.60420 1.84198
P1 -2.53809 1.16693 1.67626
C5 -0.88163 1.80230 2.10932
N3 0.28450 1.36836 1.61048
C6 1.27512 2.05278 2.26918
C7 0.69759 2.90805 3.15805
N4 -0.65304 2.74125 3.04460
C8 -1.65835 3.46042 3.83311
C9 -2.31693 1.18200 -0.14405
N5 -1.27050 0.63450 -0.78109
C10 -1.48310 0.79049 -2.13183
C11 -2.65564 1.45591 -2.30075
N6 -3.16534 1.68701 -1.04760
C12 -4.45709 2.33439 -0.79853
H1 -4.80529 -2.05346 3.02522
H2 -4.49333 -0.31075 3.02948
H3 -3.84890 -1.32801 4.33441
H4 -2.64819 -3.62396 2.81965
H5 -0.38570 -3.24926 1.31911
H6 2.32086 1.86933 2.09512
H7 1.13300 3.60335 3.85570
H8 -1.14898 4.17844 4.46821
H9 -2.21039 2.76563 4.46212
H10 -2.34121 3.99489 3.17710
H11 -0.78836 0.43555 -2.87403
H12 -3.16360 1.77882 -3.19404
H13 -4.56767 3.16997 -1.48431
H14 -4.49505 2.70491 0.22149
H15 -5.26358 1.62250 -0.96219
S1 5.64603 -2.27949 -4.78621
N7 5.45516 -0.89290 -4.00395
C13 4.32308 -0.97912 -3.32893
C14 3.76526 0.04588 -2.48351
C15 4.32222 1.31749 -2.30301
C16 3.66473 2.24231 -1.50762
C17 2.49119 1.88355 -0.88020
N8 1.95108 0.65216 -1.00418
C18 2.57057 -0.25301 -1.82864
C19 1.88929 -1.51442 -2.02668
N9 0.70960 -1.65376 -1.36704
C20 -0.01933 -2.74390 -1.60240
C21 0.40825 -3.76178 -2.44918
C22 1.62449 -3.65087 -3.08606
C23 2.38793 -2.49093 -2.88859
C24 3.64932 -2.21743 -3.52831
N10 4.29640 -3.02570 -4.34917
H16 5.25154 1.56534 -2.80196
H17 4.05812 3.23968 -1.37153
H18 1.95343 2.58158 -0.25404
H19 -0.97131 -2.80826 -1.09240
H20 -0.21948 -4.62925 -2.59608
H21 1.99165 -4.42763 -3.74502
F1 1.88647 -2.45969 1.33842
C25 1.58917 -1.18942 1.66072
F2 1.17642 -1.17609 2.91803
F3 2.73534 -0.46677 1.56619